The following is a quantum chemistry calculation of C22H40F18K2N3O20S6 as an isolated structure in a non-equilibrium geometry, from OMol25.

The geometry in ORCA input format:
```
! RIJCOSX wB97M-V def2-TZVPD def2/J DEFGRID3
* xyz -1 1
K -0.82 -2.03 1.05
K -2.08 -0.01 -0.95
C -0.94 1.89 1.31
F -1.74 2.07 0.24
F -0.59 3.06 1.78
F -1.68 1.18 2.14
S 0.62 0.67 0.85
O 1.59 1.60 0.35
O 0.92 0.01 2.17
N -0.20 -0.44 -0.24
S 0.85 -0.42 -1.41
O 0.78 0.74 -2.32
O 2.21 -0.83 -1.08
C 0.23 -1.97 -2.33
F 0.52 -1.89 -3.62
F 0.82 -3.02 -1.71
F -1.09 -2.01 -2.13
C -2.04 0.94 -4.25
F -1.30 -0.13 -3.94
F -1.55 2.09 -3.78
F -2.31 1.09 -5.54
S -3.71 0.66 -3.29
O -4.68 1.34 -4.13
O -3.86 -0.82 -3.06
N -3.27 1.40 -1.73
S -4.36 2.51 -1.49
O -4.30 3.83 -2.11
O -5.71 1.94 -1.52
C -4.02 2.96 0.39
F -4.45 1.99 1.11
F -2.75 3.19 0.68
F -4.71 4.15 0.51
C -2.82 -3.69 -2.56
F -3.67 -2.66 -2.76
F -3.36 -4.90 -2.85
F -1.73 -3.36 -3.33
S -2.30 -3.77 -0.73
O -3.03 -4.91 -0.26
O -0.90 -4.00 -0.73
N -2.64 -2.23 -0.08
S -4.07 -2.44 0.46
O -5.08 -3.13 -0.44
O -3.99 -2.83 1.88
C -4.63 -0.57 0.55
F -4.67 -0.04 -0.63
F -5.85 -0.51 1.11
F -3.78 0.07 1.37
C 3.12 -0.37 -3.38
O 4.03 -1.42 -3.86
C 4.15 -2.47 -2.84
C 4.96 -3.58 -3.44
O 6.33 -3.26 -3.50
C 7.20 -4.32 -3.95
H 3.46 0.05 -2.44
H 2.06 -0.61 -3.28
H 3.20 0.41 -4.14
H 3.23 -2.94 -2.51
H 4.67 -2.06 -1.98
H 4.59 -3.73 -4.45
H 4.85 -4.51 -2.88
H 7.23 -4.43 -5.03
H 7.03 -5.32 -3.55
H 8.17 -3.95 -3.61
C -1.03 1.36 4.46
O -0.46 2.40 3.74
C 0.68 2.11 3.08
C 1.82 1.78 4.07
O 2.06 2.90 4.90
C 3.23 2.67 5.80
H -0.73 1.28 5.51
H -0.78 0.43 3.94
H -2.10 1.20 4.39
H 1.02 2.98 2.52
H 0.64 1.37 2.28
H 2.71 1.55 3.49
H 1.64 0.92 4.73
H 3.97 1.91 5.53
H 2.92 2.38 6.81
H 3.89 3.53 5.79
C 1.82 7.07 -0.89
O 1.99 6.77 0.44
C 1.60 5.48 0.96
C 0.26 4.91 0.64
O -0.83 5.64 1.33
C -2.10 5.22 1.02
H 2.48 7.90 -1.15
H 0.81 7.39 -1.12
H 2.03 6.21 -1.53
H 1.61 5.54 2.05
H 2.31 4.74 0.59
H 0.15 3.87 0.95
H -0.04 4.94 -0.41
H -2.96 5.55 1.61
H -2.06 4.20 1.38
H -2.36 5.33 -0.04
C -2.55 -4.72 1.86
O -1.33 -4.16 1.41
C -0.20 -5.04 1.27
C 1.09 -4.16 0.91
O 1.31 -3.09 1.91
C 2.66 -2.59 1.98
H -2.99 -5.57 1.35
H -3.33 -3.97 1.96
H -2.55 -5.11 2.88
H -0.40 -5.83 0.54
H -0.09 -5.51 2.25
H 1.01 -3.84 -0.13
H 1.94 -4.84 0.95
H 3.30 -3.29 2.52
H 2.78 -1.61 2.45
H 3.04 -2.45 0.97
*
```

- lowest unoccupied orbital energy (eV) = 1.602
- relative energy (zero: lowest compared OMol25 entry of this formula, charge and spin) (eV) = 32.3319

Results of the Mulliken charge analysis, in e, for atoms 1 through 6: 0.8218, 3.8069, 0.4773, -0.4300, -0.0635, 0.1689

The following is a quantum chemistry calculation of a 5-piece molecular cluster, C22H40F3IN3O9S4 overall in a non-equilibrium geometry, from OMol25.

The geometry in ORCA input format:
```
! RIJCOSX wB97M-V def2-TZVPD def2/J DEFGRID3
* xyz 1 1
C -2.28 -1.43 2.03
N -1.54 -2.62 1.57
C -0.10 -2.55 1.86
N 0.42 -1.18 1.70
C 0.97 -0.61 2.81
N 1.33 0.64 2.41
I 2.18 1.99 3.69
C 1.01 0.82 1.08
C 1.18 2.04 0.16
F 1.34 1.69 -1.12
F 2.14 2.89 0.57
F -0.01 2.74 0.22
C 0.42 -0.37 0.59
O -0.06 -0.69 -0.62
H -2.37 -0.69 1.20
H -1.83 -0.93 2.93
H -3.33 -1.70 2.28
H -1.89 -3.47 2.00
H 0.11 -2.90 2.91
H 0.50 -3.21 1.19
H 1.05 -1.08 3.80
H -0.89 -1.19 -0.51
C 3.74 -1.27 -1.48
C 4.99 -1.73 -2.24
C 5.35 -3.12 -1.71
S 3.81 -3.87 -1.16
O 3.87 -4.05 0.27
O 3.45 -4.94 -2.05
C 2.78 -2.45 -1.50
H 3.29 -0.38 -1.94
H 4.00 -1.02 -0.45
H 4.77 -1.78 -3.31
H 5.82 -1.03 -2.11
H 5.79 -3.75 -2.49
H 6.02 -3.07 -0.86
H 1.99 -2.38 -0.76
H 2.34 -2.59 -2.50
C -2.36 0.16 7.96
C -2.18 -1.28 8.44
C -1.92 -2.15 7.20
S -1.15 -1.08 5.99
O -2.05 -0.94 4.86
O 0.23 -1.46 5.81
C -1.23 0.41 6.97
H -2.34 0.87 8.78
H -3.33 0.26 7.45
H -1.32 -1.34 9.11
H -3.05 -1.64 8.99
H -1.25 -2.98 7.42
H -2.85 -2.53 6.78
H -1.40 1.27 6.32
H -0.27 0.52 7.48
C -1.29 -0.12 -5.60
C -0.93 0.17 -4.14
C -0.78 -1.17 -3.42
S -0.28 -2.35 -4.67
O -1.33 -3.32 -4.83
O 1.09 -2.74 -4.43
C -0.33 -1.22 -6.05
H -1.21 0.77 -6.22
H -2.32 -0.48 -5.66
H 0.02 0.72 -4.10
H -1.69 0.80 -3.65
H -0.03 -1.14 -2.64
H -1.74 -1.51 -3.00
H -0.66 -1.74 -6.94
H 0.68 -0.82 -6.19
C -0.79 5.44 -2.12
C -1.85 6.26 -2.85
C -2.10 5.60 -4.21
S -1.73 3.86 -3.99
O -0.58 3.52 -4.79
O -2.95 3.09 -4.06
C -1.21 3.98 -2.29
H -0.71 5.71 -1.07
H 0.19 5.60 -2.59
H -2.78 6.26 -2.27
H -1.54 7.30 -2.97
H -3.13 5.71 -4.53
H -1.43 5.99 -4.98
H -0.41 3.27 -2.10
H -2.07 3.75 -1.66
*
```

- lowest unoccupied orbital energy (eV) = -4.612
- relative energy (zero: lowest compared OMol25 entry of this formula, charge and spin) (eV) = 0.0000

Results of the Mulliken charge analysis, in e, for atoms 1 through 6: -0.4859, -0.2820, -0.6025, 0.5199, -0.3353, -0.4971

The following is a quantum chemistry calculation of a 6-piece molecular cluster, C22H40F6O16 overall in a non-equilibrium geometry, from OMol25.

The geometry in ORCA input format:
```
! RIJCOSX wB97M-V def2-TZVPD def2/J DEFGRID3
* xyz -2 1
O -1.25 -1.39 -2.22
C -1.22 -0.02 -1.81
O -0.15 0.28 -1.19
O -2.20 0.71 -2.06
H -0.35 -1.61 -1.90
O -0.74 2.89 -3.55
C -0.99 4.15 -2.95
O -0.73 5.18 -3.67
O -1.48 4.16 -1.78
H -1.07 2.22 -2.88
C 1.81 -1.49 0.54
O 1.33 -0.89 1.71
C 0.51 -1.77 2.40
C 0.43 -1.37 3.87
O 0.32 -0.01 4.03
C -0.19 0.48 5.23
C -0.31 1.98 5.07
O 0.94 2.57 4.86
C 0.87 3.94 5.08
H 2.23 -0.75 -0.13
H 0.95 -1.91 0.00
H 2.54 -2.28 0.76
H 0.77 -2.83 2.30
H -0.51 -1.58 2.03
H 1.33 -1.79 4.37
H -0.32 -1.93 4.45
H 0.54 0.35 6.05
H -1.18 0.11 5.55
H -0.87 2.37 5.94
H -0.90 2.20 4.17
H 1.90 4.31 5.14
H 0.34 4.20 6.00
H 0.48 4.48 4.21
C 3.73 0.45 3.88
O 3.51 1.15 2.70
C 4.60 1.92 2.27
C 4.69 2.22 0.78
O 3.48 2.61 0.31
C 3.45 2.89 -1.07
C 3.40 1.71 -1.99
O 4.51 0.78 -1.90
C 5.71 1.30 -2.35
H 3.75 1.13 4.75
H 4.58 -0.24 3.81
H 2.81 -0.11 4.06
H 5.54 1.51 2.68
H 4.54 2.90 2.80
H 5.03 1.26 0.35
H 5.46 2.99 0.68
H 4.32 3.52 -1.35
H 2.61 3.56 -1.29
H 3.34 2.11 -3.02
H 2.51 1.09 -1.88
H 6.49 0.56 -2.15
H 5.99 2.18 -1.75
H 5.67 1.58 -3.40
C -3.26 -8.66 0.88
C -3.13 -7.29 1.47
O -2.49 -6.41 0.55
C -2.57 -5.13 0.83
O -2.94 -4.67 1.83
C -2.09 -4.25 -0.35
F -1.27 -3.29 0.10
F -1.46 -4.97 -1.32
F -3.21 -3.65 -0.85
H -4.10 -9.19 1.35
H -2.36 -9.27 0.92
H -3.65 -8.67 -0.15
H -2.61 -7.30 2.43
H -4.15 -6.92 1.66
C -2.64 0.90 -5.24
C -3.13 2.27 -5.51
O -4.54 2.31 -5.96
C -5.50 2.15 -5.08
O -5.42 1.95 -3.90
C -6.88 2.22 -5.80
F -6.90 3.10 -6.79
F -7.22 0.99 -6.25
F -7.84 2.55 -4.95
H -3.23 0.28 -4.57
H -1.63 0.88 -4.85
H -2.59 0.26 -6.14
H -2.62 2.88 -6.25
H -3.11 2.89 -4.61
*
```

- lowest unoccupied orbital energy (eV) = 3.324
- relative energy (zero: lowest compared OMol25 entry of this formula, charge and spin) (eV) = 1.1356

Results of the Mulliken charge analysis, in e, for atoms 1 through 6: -0.5422, 0.7147, -0.6234, -0.7152, 0.2427, -0.4668

The following is a quantum chemistry calculation of C22H40GdO6P2 as an isolated structure, from OMol25.

The geometry in ORCA input format:
```
! RIJCOSX wB97M-V def2-TZVPD def2/J DEFGRID3
* xyz 3 8
Gd -0.20 -0.27 0.24
C -0.72 0.15 -3.13
C -1.96 -0.53 -2.64
O -2.19 -0.13 -1.27
C -3.23 0.86 -1.09
C -3.31 1.16 0.38
O -2.02 1.48 0.93
C -1.71 2.89 0.96
C -0.84 3.23 -0.22
O 0.28 2.33 -0.27
C 1.48 2.84 0.35
C 1.58 2.37 1.78
O 1.41 0.93 1.85
C 2.64 0.20 1.91
C 3.31 0.13 0.55
O 2.27 -0.11 -0.41
C 2.70 -0.13 -1.78
C 1.59 0.44 -2.62
O 0.35 -0.18 -2.22
H -0.83 1.24 -3.16
H -0.46 -0.20 -4.13
H -1.84 -1.61 -2.64
H -2.81 -0.28 -3.26
H -4.18 0.45 -1.44
H -2.99 1.74 -1.68
H -3.66 0.31 0.94
H -4.01 1.98 0.56
H -1.22 3.09 1.90
H -2.63 3.47 0.93
H -0.50 4.27 -0.16
H -1.37 3.12 -1.16
H 1.50 3.93 0.31
H 2.31 2.47 -0.25
H 0.80 2.80 2.40
H 2.54 2.65 2.21
H 2.37 -0.79 2.28
H 3.32 0.65 2.64
H 4.04 -0.68 0.54
H 3.82 1.06 0.30
H 2.93 -1.16 -2.07
H 3.59 0.48 -1.90
H 1.78 0.23 -3.67
H 1.49 1.52 -2.48
C -3.96 -2.29 0.74
P -2.22 -2.23 1.26
C -2.27 -2.11 3.07
C -1.63 -3.91 0.87
C -2.55 -4.96 0.88
C -2.15 -6.26 0.58
C -0.83 -6.52 0.25
C 0.09 -5.49 0.24
C -0.28 -4.19 0.56
P 1.01 -2.93 0.69
C 2.29 -3.39 -0.51
C 1.80 -3.27 2.30
H -4.51 -2.94 1.42
H -4.03 -2.70 -0.27
H -4.45 -1.33 0.76
H -2.86 -2.94 3.47
H -2.72 -1.16 3.38
H -1.26 -2.17 3.49
H -3.58 -4.79 1.12
H -2.88 -7.06 0.61
H -0.52 -7.53 0.01
H 1.12 -5.73 0.00
H 2.69 -4.37 -0.27
H 3.11 -2.68 -0.44
H 1.90 -3.40 -1.52
H 1.91 -4.36 2.38
H 1.19 -2.92 3.13
H 2.78 -2.82 2.35
*
```

- lowest unoccupied orbital energy (spin up / spin down) (eV) = -8.366 / -11.844
- expectation value of S² = 16.0618

Results of the Mulliken charge analysis, in e, for atoms 1 through 6: 0.7479, -0.6635, -0.8717, 0.0720, -0.5303, -0.8726

| no. | E (eV) |
| --- | --- |
| 1 | -215425.13572 |
| 2 | -105946.19282 |
| 3 | -72525.35076 |
| 4 | -75136.36155 |